1.
The following is a DFT calculation (ωB97M-V/def2-TZVPD) of a molecular structure, C30H33F2IrN6O2.

Computed properties:
HOMO level (alpha / beta) = -2.1 / -1.8 eV
spin multiplicity = 2
molecular weight = 739.8 g mol⁻¹
net charge = -1
<S²> = 0.8833
Kohn-Sham gap (alpha / beta) = 4.41 / 4.14 eV
E_LUMO (alpha / beta) = 0.0850 / 0.0850 hartree

The geometry in XYZ format:
```
74
Properties=species:S:1:pos:R:3:forces:R:3
Ir -0.378152 0.148848 -0.107440 -0.1 0.2 -0.1
F -4.880104 -0.218975 3.942432 0.0 0.0 0.1
C -4.254054 0.371498 2.889550 0.0 0.0 0.0
C -3.614336 -0.400303 1.978455 -0.1 0.0 0.1
C -2.895957 0.184862 0.884404 -0.1 -0.1 -0.1
C -2.992023 1.627856 0.760365 0.1 0.0 0.1
C -3.665474 2.331549 1.760170 0.1 0.0 0.0
F -3.680671 3.692021 1.703161 0.0 0.1 0.0
C -4.292178 1.770027 2.841953 0.0 0.0 0.0
C -2.429932 2.288563 -0.398569 0.0 -0.1 0.0
C -2.997266 3.433677 -0.985878 -0.1 0.0 0.1
C -2.476668 3.969394 -2.135537 0.1 0.0 0.0
C -1.384423 3.337131 -2.734873 -0.1 0.1 0.0
C -0.874669 2.219791 -2.128809 0.1 -0.1 0.1
N -1.342510 1.708655 -0.973641 -0.2 0.1 0.1
H -3.591702 -1.474668 2.102181 0.0 0.0 0.0
H -4.758635 2.367081 3.609785 0.0 0.0 0.0
H -3.864010 3.875168 -0.521384 0.0 0.0 0.0
H -2.921010 4.852489 -2.576779 0.0 0.0 0.0
H -0.946445 3.696071 -3.656028 0.0 0.0 0.0
H -0.046293 1.677335 -2.560489 0.0 0.0 0.0
N 0.796591 -1.388300 -1.810205 0.2 -0.1 0.0
C 1.299267 -2.558134 -1.087105 -0.1 0.0 0.0
C 2.752140 -2.894447 -1.436992 0.1 0.0 0.1
C 3.793553 -1.822542 -1.054443 0.0 0.0 0.0
C 4.568542 -2.083988 0.246251 0.0 -0.1 0.0
N 3.843091 -1.771237 1.472143 -0.1 0.0 0.0
C 3.587298 -0.521827 1.864488 0.3 -0.1 -0.2
N 2.578522 -0.291602 2.694127 -0.5 0.1 0.3
N 4.383088 0.493227 1.512365 -0.1 0.1 0.0
C 1.153606 -2.440408 0.441575 0.1 0.2 0.0
O 1.676581 -3.352950 1.114352 -0.1 -0.1 0.0
O 0.609439 -1.416863 0.944061 0.1 -0.1 0.0
H 0.054828 -1.616205 -2.456185 -0.1 0.0 0.0
H 1.532811 -0.905553 -2.304727 0.0 -0.1 -0.1
H 0.697758 -3.426140 -1.358081 0.1 -0.1 0.0
H 2.795701 -3.067521 -2.515003 0.0 0.0 0.0
H 3.004196 -3.836343 -0.947648 0.0 0.0 0.0
H 3.325531 -0.835210 -0.986398 0.0 0.0 0.0
H 4.533625 -1.749250 -1.856620 0.0 0.0 0.0
H 5.518238 -1.543608 0.240062 0.0 0.0 0.0
H 4.833244 -3.140248 0.308276 0.0 0.0 0.0
H 3.109045 -2.454659 1.700982 0.0 0.0 -0.1
H 1.763141 -0.894726 2.564325 0.1 0.1 -0.1
H 2.338467 0.689170 2.822520 0.0 -0.1 -0.1
H 5.085280 0.320060 0.817015 0.0 0.0 0.0
H 3.954884 1.423985 1.484458 0.0 0.1 -0.1
C -2.202220 -0.680765 -0.024542 0.0 0.7 0.1
C -2.891406 -1.806114 -0.566953 0.1 -0.4 0.0
C -4.313792 -1.886276 -0.617119 0.1 0.0 0.0
C -4.966657 -2.937766 -1.224215 0.0 0.0 0.0
C -4.260709 -3.980813 -1.826869 0.0 0.0 0.0
C -2.870153 -3.935489 -1.791873 0.0 0.0 0.0
C -2.209465 -2.886833 -1.182261 0.0 0.1 0.1
H -4.893186 -1.082554 -0.181784 0.0 0.0 0.0
H -6.051927 -2.944241 -1.242189 0.0 0.0 0.0
H -4.779542 -4.801272 -2.307047 0.0 0.0 0.0
H -2.294301 -4.741197 -2.237331 0.0 0.0 0.0
H -1.132515 -2.892861 -1.124029 -0.1 0.0 0.0
C 2.661574 1.646134 -1.797888 0.0 -0.1 0.0
C 2.344746 2.115943 -0.411937 0.1 0.0 0.0
C 3.040406 3.063601 0.330265 0.0 0.1 -0.1
C 2.353782 3.168324 1.567941 0.0 0.0 0.1
C 1.278543 2.294748 1.494731 0.0 -0.1 0.0
C 0.200899 2.095000 2.516389 0.0 0.0 0.0
N 1.285688 1.630909 0.295809 0.0 -0.3 0.1
H 2.721117 2.476745 -2.505677 0.0 0.0 0.0
H 1.878042 0.966975 -2.136031 0.0 0.1 0.0
H 3.616278 1.110604 -1.854099 0.0 0.0 0.0
H 3.881865 3.653909 -0.008167 0.0 0.0 0.0
H 2.567151 3.842767 2.385494 0.0 0.0 0.0
H 0.511299 2.507884 3.479962 0.0 0.0 0.0
H -0.050687 1.038428 2.641068 0.0 0.0 0.0
H -0.726786 2.591461 2.221731 0.0 0.0 0.0
```
Positions in Å, forces in eV/Å.

=====

2.
The following is a DFT calculation (ωB97M-V/def2-TZVPD) of a molecular structure, C30H33F5N6O3P2W.

Computed properties:
HOMO level (alpha / beta) = -12.8 / -12.8 eV
spin multiplicity = 3
molecular weight = 866.4 g mol⁻¹
net charge = +2
<S²> = 2.0243
Kohn-Sham gap (alpha / beta) = 6.43 / 5.62 eV
E_LUMO (alpha / beta) = -0.2338 / -0.2633 hartree

The geometry in XYZ format:
```
80
Properties=species:S:1:pos:R:3:forces:R:3
W -0.325129 0.033421 0.178672 0.0 -0.3 0.6
O 1.962160 3.040347 -2.145119 0.0 0.0 0.0
C 1.038939 4.025699 -2.091366 0.1 -0.1 0.0
C 1.222750 5.113323 -2.939683 0.0 0.0 0.0
C 0.329605 6.164005 -2.924077 0.0 0.0 0.0
C -0.772416 6.162713 -2.065702 0.0 0.0 0.0
C -0.960250 5.098771 -1.219406 0.0 0.1 0.0
C -0.065474 4.014076 -1.215872 0.1 0.0 0.1
C -0.312701 2.901918 -0.327520 -0.1 0.1 -0.1
O 0.396023 1.806847 -0.478572 0.0 0.2 -0.2
N -1.238377 2.939119 0.606576 0.0 -0.1 0.1
N -1.293675 1.720126 1.189939 0.1 0.1 -0.4
C -1.947012 1.582226 2.290435 -0.1 0.0 0.0
C -1.642751 0.367098 3.006106 0.0 0.0 0.1
C -2.065662 0.127784 4.305030 0.0 0.0 0.0
C -1.520442 -0.935406 5.003319 0.0 0.0 0.0
C -0.532053 -1.693177 4.391467 0.0 0.0 0.0
C -0.183104 -1.407541 3.085986 0.0 0.0 0.0
N -0.757962 -0.436610 2.370852 0.1 0.0 0.0
H 1.664707 2.289888 -1.598997 0.0 0.0 -0.1
H 2.074208 5.108577 -3.605925 0.0 0.0 0.0
H 0.485848 6.999690 -3.593431 0.0 0.0 0.0
H -1.470641 6.987022 -2.072214 0.0 0.0 0.0
H -1.807305 5.068329 -0.548445 0.0 0.0 0.0
H -2.508511 2.404589 2.715948 0.0 0.0 0.0
H -2.783431 0.794574 4.762695 0.0 0.0 0.0
H -1.833143 -1.144294 6.017366 0.0 0.0 0.0
H -0.032368 -2.499148 4.909636 0.0 0.0 0.0
H 0.593390 -1.969931 2.594877 0.0 0.0 0.0
C -2.984185 -2.325790 1.512298 0.0 -0.1 0.0
P -2.488376 -1.343456 0.048591 -0.2 0.0 0.0
C -4.102604 -0.590075 -0.306479 0.0 0.0 0.0
C -2.161383 -2.567999 -1.242695 0.1 0.0 0.1
C -3.112530 -2.957210 -2.174188 0.0 0.0 0.0
C -2.778236 -3.889744 -3.147080 0.0 0.0 0.0
C -1.504213 -4.436456 -3.185954 0.0 0.0 0.0
C -0.553412 -4.062345 -2.245232 0.0 0.0 0.0
C -0.877929 -3.125456 -1.275571 -0.1 0.0 0.1
P 0.274755 -2.593851 0.012432 0.1 0.0 0.0
C 0.264561 -3.984893 1.205817 -0.1 0.0 0.0
C 1.976032 -2.756683 -0.603029 -0.1 -0.1 -0.1
H -3.733127 -3.048015 1.184362 0.0 0.0 0.0
H -3.436736 -1.677420 2.262966 0.0 0.0 0.0
H -2.158410 -2.864872 1.965109 0.0 0.0 0.0
H -4.857189 -1.360538 -0.143698 0.0 0.0 0.0
H -4.176652 -0.215312 -1.322636 0.0 0.0 0.0
H -4.291699 0.230522 0.384762 0.0 0.0 0.0
H -4.106780 -2.529605 -2.168142 0.0 0.0 0.0
H -3.514047 -4.182154 -3.883580 0.0 0.0 0.0
H -1.246686 -5.152704 -3.954077 0.0 0.0 0.0
H 0.439189 -4.493708 -2.288207 0.0 0.0 0.0
H 0.336008 -4.898629 0.613150 0.0 0.0 0.0
H -0.632418 -4.048745 1.815936 0.0 0.0 0.0
H 1.139329 -3.937770 1.855386 0.0 0.0 0.0
H 2.211920 -3.814428 -0.726427 0.0 0.0 0.0
H 2.661969 -2.340476 0.135619 0.0 0.0 0.0
H 2.097563 -2.228050 -1.542606 0.0 0.0 0.0
F 0.618906 -0.543740 -1.396104 0.0 0.1 0.1
C -1.648006 0.574995 -1.460441 -0.1 0.1 0.0
F -2.555355 1.550156 -1.264967 0.0 0.0 0.0
C -1.335638 0.475196 -2.941957 0.0 -0.1 0.0
F -1.186765 -0.801064 -3.331350 0.0 0.1 0.0
F -0.209774 1.128360 -3.273958 0.0 0.1 0.0
F -2.329821 1.006317 -3.657942 0.0 0.0 0.0
C 3.217633 0.350623 3.216631 0.0 0.0 0.0
N 3.644764 0.562259 1.833290 0.1 0.1 0.0
C 4.936077 0.899432 1.552237 0.0 0.0 0.0
C 5.338220 1.156879 0.293850 0.0 0.0 0.0
C 4.345870 1.083218 -0.727355 -0.1 0.0 0.1
N 3.080156 0.734488 -0.443167 0.1 0.1 -0.1
C 2.740033 0.494687 0.804061 -0.2 -0.1 0.0
O 1.547098 0.162157 1.153329 0.1 -0.2 0.0
N 4.635784 1.352085 -1.990641 0.0 0.0 -0.1
H 4.102493 0.231699 3.835124 0.0 0.0 0.0
H 2.614103 -0.549382 3.282173 0.0 0.0 0.0
H 2.636510 1.201627 3.568346 0.0 0.0 0.0
H 5.605561 0.944440 2.399267 0.0 0.0 0.0
H 6.361918 1.424313 0.082282 0.0 0.0 0.0
H 5.551264 1.671692 -2.256769 0.0 0.0 0.0
H 3.889050 1.421390 -2.665303 0.0 0.0 0.0
```
Positions in Å, forces in eV/Å.

=====

Question: Which value of net charge does entry 1 give?
Answer: -1

=====

Question: What is the net charge in the first record?
Answer: -1